1.
Here is 2 unconnected molecules or ions with the total composition C2H4N2O in a non-equilibrium geometry from the Open Molecules 2025 dataset. Energies are from the ωB97M-V functional and the def2-TZVPD basis.

Its total charge is 0. The SMILES is C1=NN1.C=O. The spin multiplicity is 1. Its energy is -263.1846 a.u. The calculation puts the energy above the lowest of the compared OMol25 structures with the same formula, charge and spin at 112.14 kcal/mol.

Element x y z (Å)
C (1.5126, 0.7043, 0.1400)
N (1.5497, -0.6756, 0.1600)
H (0.6742, 1.3065, 0.1985)
N (2.6723, 0.3428, -0.0794)
C (-1.3712, -0.1581, 0.7401)
H (1.7263, -0.9781, 1.1380)
O (-1.8013, -0.4675, -0.3489)
H (-1.7413, 0.6203, 1.4001)
H (-0.6828, -0.8781, 1.2890)

Force components x, y, z for each atom (eV/Å):
C 0.7 -0.9 -0.2
N 0.0 -2.7 1.1
H -0.8 2.1 0.0
N 0.8 1.7 -0.5
C -0.3 -2.9 0.0
H -0.4 -0.1 -0.5
O 0.4 1.1 1.0
H -0.3 1.0 -0.3
H -0.2 0.7 -0.6

=====

2.
Here is 2 unconnected molecules or ions with the total composition C2H4N2O in a non-equilibrium geometry from the Open Molecules 2025 dataset. Energies are from the ωB97M-V functional and the def2-TZVPD basis.

Its total charge is 0. The spin multiplicity is 1. Its energy is -263.2105 a.u. The calculation puts the energy above the lowest of the compared OMol25 structures with the same formula, charge and spin at 95.87 kcal/mol.

Element x y z (Å)
H (-1.3724, 0.9375, -0.6520)
C (-0.7420, 0.0947, -0.7369)
C (0.9973, 1.2907, 0.9902)
O (0.1367, 1.9129, 1.5402)
N (-0.7935, -1.0840, -0.7223)
H (1.3971, 0.3420, 1.3781)
N (-0.5047, -2.2466, -0.5221)
H (-0.5733, -2.8663, -1.3182)
H (1.4546, 1.6191, 0.0429)

Force components x, y, z for each atom (eV/Å):
H -0.5 0.4 0.1
C 0.0 -0.1 -0.4
C 0.4 -0.2 -0.3
O -0.2 0.2 0.3
N 0.6 1.1 -0.3
H 0.0 -0.1 0.2
N 0.1 -1.7 1.0
H -0.2 0.3 -0.4
H 0.0 0.2 0.0

=====

3.
Here is C2H4N2O in the gas phase in a non-equilibrium geometry from the Open Molecules 2025 dataset. Energies are from the ωB97M-V functional and the def2-TZVPD basis.

Its total charge is 0. The SMILES is C=NC(N)=O. The spin multiplicity is 1. Its energy is -263.3406 a.u. The calculation puts the energy above the lowest of the compared OMol25 structures with the same formula, charge and spin at 14.25 kcal/mol.

Element x y z (Å)
H (-2.2463, -0.5059, -0.0989)
N (-1.3458, -0.3467, 0.2064)
C (-0.6062, 0.7431, -0.3222)
H (2.3899, -0.6032, -0.1517)
H (1.3625, -0.0935, 1.2465)
H (-0.7953, -1.2632, 0.0338)
O (-0.9880, 1.8592, -0.4301)
C (1.5343, -0.1028, 0.1816)
N (0.6949, 0.3129, -0.6653)

Force components x, y, z for each atom (eV/Å):
H -2.4 0.3 -0.6
N 4.1 -1.9 -0.3
C 0.3 -1.6 1.1
H 1.5 -0.3 -0.6
H -0.1 0.2 0.5
H -1.4 2.1 0.5
O -0.6 1.0 -0.3
C -1.7 0.4 0.0
N 0.3 -0.2 -0.2

=====

4.
Here is C2H4N2O in the gas phase from the Open Molecules 2025 dataset. Energies are from the ωB97M-V functional and the def2-TZVPD basis.

Its total charge is 0. The SMILES is [H]/N=C/NC=O. The spin multiplicity is 1. Its energy is -263.3615 a.u. The calculation puts the energy above the lowest of the compared OMol25 structures with the same formula, charge and spin at 1.13 kcal/mol.

Element x y z (Å)
N (0.2952, -0.6581, 0.1183)
H (-1.4069, -0.4657, 1.2771)
C (-0.7787, 0.0912, 0.5760)
N (-0.9852, 1.2800, 0.1854)
H (-1.8180, 1.6496, 0.6353)
C (1.1943, -0.2095, -0.8300)
O (2.0895, -0.9005, -1.2566)
H (0.9942, 0.8259, -1.1341)
H (0.4156, -1.6129, 0.4287)

Force components x, y, z for each atom (eV/Å):
N 0.1 -0.1 -0.1
H 0.1 0.1 0.0
C -0.1 0.1 -0.1
N -0.1 -0.3 0.3
H 0.1 0.0 -0.1
C 0.2 -0.1 -0.1
O -0.3 0.2 0.1
H 0.1 -0.1 0.0
H -0.1 0.2 0.0

=====

5.
Here is C2H4N2O in the gas phase in a non-equilibrium geometry from the Open Molecules 2025 dataset. Energies are from the ωB97M-V functional and the def2-TZVPD basis.

Its total charge is 0. The SMILES is [H]/N=C/O/C=N/[H]. The spin multiplicity is 1. Its energy is -263.3020 a.u. The calculation puts the energy above the lowest of the compared OMol25 structures with the same formula, charge and spin at 38.47 kcal/mol.

Element x y z (Å)
H (0.7607, -0.7619, 1.0530)
H (-1.0435, -0.4828, 0.6426)
O (0.1536, 0.4710, -0.6299)
C (1.1345, -0.1809, 0.2508)
N (-2.1727, 0.7265, -0.7409)
H (3.0789, -0.4914, 0.2789)
C (-1.1274, 0.2493, -0.2608)
H (-3.0793, 0.4539, -0.4452)
N (2.2953, 0.0161, -0.1484)

Force components x, y, z for each atom (eV/Å):
H -0.6 -0.5 0.7
H -1.0 0.9 -1.2
O 0.6 -0.4 1.2
C 0.3 1.8 -3.2
N 1.8 1.0 -1.5
H -0.8 0.3 0.3
C -0.4 -2.2 2.9
H -0.3 -0.6 0.8
N 0.5 -0.4 0.0

=====

6.
Here is a molecular structure, C2H4N2O2 in a non-equilibrium geometry from the Open Molecules 2025 dataset. Energies are from the ωB97M-V functional and the def2-TZVPD basis.

Its total charge is 0. The spin multiplicity is 1. Its energy is -338.4288 a.u. The calculation puts the energy above the lowest of the compared OMol25 structures with the same formula, charge and spin at 140.79 kcal/mol.

Element x y z (Å)
H (1.1419, -0.8568, 1.7207)
H (1.5167, 1.0149, -1.0198)
H (-2.4485, -0.4433, 0.4477)
N (0.1818, -0.3503, -0.0866)
N (-2.2861, 0.1889, -0.3279)
C (-1.0358, 0.3294, -0.6516)
O (0.1062, -1.2539, 1.0748)
O (2.2095, 0.2307, 0.7978)
C (1.2956, 0.2300, -0.2831)
H (-0.6814, 0.9103, -1.6720)

Force components x, y, z for each atom (eV/Å):
H -3.0 -0.4 -3.3
H -0.6 -0.8 -0.2
H 0.3 -0.1 0.3
N -4.0 -1.9 1.1
N 3.7 0.7 -1.1
C -1.2 -1.0 -1.4
O 2.7 3.1 0.0
O -3.9 -1.1 -4.9
C 7.1 2.7 6.6
H -1.1 -1.3 2.9

=====

7.
Here is C2H4N2O2 in the gas phase in a non-equilibrium geometry from the Open Molecules 2025 dataset. Energies are from the ωB97M-V functional and the def2-TZVPD basis.

Its total charge is 0. The SMILES is O=[N+]([O-])N1CC1. The spin multiplicity is 1. Its energy is -338.4232 a.u. The calculation puts the energy above the lowest of the compared OMol25 structures with the same formula, charge and spin at 144.32 kcal/mol.

Element x y z (Å)
N (-0.8885, -1.0188, -0.7102)
H (2.1427, 0.1296, 0.0744)
O (-0.5472, -1.5300, -1.7728)
H (0.0173, 0.6028, 1.9994)
H (0.8775, 0.9229, -0.9697)
H (-0.7797, 1.3962, 0.6125)
C (-0.0644, 0.6155, 0.8933)
N (0.1424, -0.6027, 0.1449)
C (1.0771, 0.4299, -0.0318)
O (-1.9772, -0.9455, -0.2400)

Force components x, y, z for each atom (eV/Å):
N 1.8 -0.5 -1.2
H -0.9 0.5 0.6
O -0.4 0.6 0.8
H 0.2 -0.5 -0.9
H 0.5 0.6 -0.3
H 0.0 -0.7 -0.5
C 0.3 0.6 1.8
N -1.5 -0.9 1.9
C 1.4 0.1 -2.3
O -1.4 0.0 0.0

=====

8.
Here is C2H4N2O2 in the gas phase in a non-equilibrium geometry from the Open Molecules 2025 dataset. Energies are from the ωB97M-V functional and the def2-TZVPD basis.

Its total charge is 0. The SMILES is [H]/N=C/N(O)C=O. The spin multiplicity is 1. Its energy is -338.5165 a.u. The calculation puts the energy above the lowest of the compared OMol25 structures with the same formula, charge and spin at 85.80 kcal/mol.

Element x y z (Å)
O (-2.5338, -0.5852, -0.1784)
O (0.0859, 1.4905, -0.2019)
H (1.0742, 1.4270, -0.0738)
C (0.6990, -0.7765, -0.0354)
N (1.9278, -0.4380, -0.1240)
H (0.0580, -1.6577, 0.1716)
H (-2.0127, 1.2233, 0.4053)
H (2.7003, -1.1191, 0.0111)
N (-0.2994, 0.2165, -0.0809)
C (-1.6993, 0.2192, 0.1065)

Force components x, y, z for each atom (eV/Å):
O 0.5 -1.3 0.2
O 2.4 2.0 0.0
H -0.8 0.2 -0.1
C -1.6 0.4 0.4
N -0.5 -0.3 0.2
H 1.4 -0.5 -0.2
H 0.4 0.2 0.3
H -1.4 0.3 -0.2
N -0.3 -1.7 0.0
C -0.1 0.7 -0.6

=====

9.
Here is C2H4N2O2 in the gas phase in a non-equilibrium geometry from the Open Molecules 2025 dataset. Energies are from the ωB97M-V functional and the def2-TZVPD basis.

Its total charge is 0. The SMILES is N/N=C\OC=O. The spin multiplicity is 1. Its energy is -338.5002 a.u. The calculation puts the energy above the lowest of the compared OMol25 structures with the same formula, charge and spin at 96.02 kcal/mol.

Element x y z (Å)
N (-1.1501, -0.9380, -0.2311)
H (-0.2251, -1.4127, -0.3772)
C (1.4725, -0.1177, -0.0772)
O (0.9566, -1.1053, 0.4462)
H (-2.0831, -1.4440, -0.1298)
H (-0.5283, 2.3367, 0.6689)
H (2.5458, -0.0491, -0.4246)
N (-1.3777, 0.3867, 0.1085)
O (0.8241, 1.0807, -0.2543)
C (-0.4347, 1.2627, 0.2707)

Force components x, y, z for each atom (eV/Å):
N -4.3 0.6 -1.2
H -2.3 0.8 0.2
C -0.5 -0.1 0.8
O 4.2 2.1 0.2
H 2.3 0.9 -0.5
H -0.4 -2.0 -0.9
H -1.2 0.0 0.1
N 1.7 -0.3 1.5
O 2.6 -1.6 0.3
C -2.0 -0.4 -0.5

=====

10.
Here is C2H4N2O2 in the gas phase in a non-equilibrium geometry from the Open Molecules 2025 dataset. Energies are from the ωB97M-V functional and the def2-TZVPD basis.

Its total charge is 0. The SMILES is NN(C=O)C=O. The spin multiplicity is 1. Its energy is -338.5396 a.u. The calculation puts the energy above the lowest of the compared OMol25 structures with the same formula, charge and spin at 71.28 kcal/mol.

Element x y z (Å)
H (1.9246, 0.0375, 0.8148)
C (-0.8201, -1.1580, -0.1106)
N (0.0482, -0.0539, 0.0227)
C (-0.5171, 1.1782, 0.0495)
O (-1.7688, 1.3784, -0.0319)
H (1.8058, 0.3177, -0.7581)
H (-0.2844, -2.0674, -0.2294)
O (-2.0265, -1.2131, 0.1151)
N (1.4167, -0.3312, 0.0391)
H (0.2217, 1.9117, 0.0889)

Force components x, y, z for each atom (eV/Å):
H -0.4 0.1 1.3
C -2.5 -0.7 1.9
N -1.7 -1.2 0.5
C -5.6 0.1 -0.5
O 4.9 -0.1 0.4
H -0.5 -2.0 1.6
H 1.0 -0.9 -0.6
O 2.5 0.6 -0.9
N 1.1 2.1 -3.8
H 1.2 2.0 0.2

=====

Number 1: E_LUMO 0.305 eV. Number 2: E_LUMO 0.541 eV. Number 3: E_LUMO 0.634 eV. Number 4: E_LUMO 0.729 eV. Number 5: E_LUMO 0.837 eV. Number 6: E_LUMO 0.161 eV. Number 7: E_LUMO 0.502 eV. Number 8: E_LUMO 0.786 eV. Number 9: E_LUMO 0.871 eV. Number 10: E_LUMO 0.399 eV.